(1)
This record from OMol25 describes the molecule C6H10 in a non-equilibrium geometry. The level of theory is ωB97M-V/def2-TZVPD.

HOMO ... -9.33 eV
Energy relative to the best compared isomer or geometry (same formula, charge and spin) ... 99.45 kJ/mol
SMILES string ... C1C[C@@H]2C[C@@H]2C1
HOMO-LUMO gap ... 10.56 eV
Calculated total energy ... -6382.82880 eV
Spin multiplicity ... 1

```
16
Properties=species:S:1:pos:R:3:lowdin_charge:R:1
C -1.396 0.623 0.453 -0.112
C -0.539 0.823 -0.732 -0.250
C 0.929 0.934 -0.334 -0.162
C 1.238 -0.321 0.516 -0.196
C 0.289 -1.394 -0.038 -0.159
C -0.978 -0.588 -0.382 -0.215
H -1.068 0.680 1.479 0.102
H -2.444 0.867 0.277 0.105
H -0.891 1.398 -1.586 0.131
H 1.565 0.967 -1.223 0.107
H 1.089 1.860 0.233 0.112
H 1.005 -0.148 1.572 0.101
H 2.300 -0.587 0.474 0.105
H 0.069 -2.199 0.666 0.102
H 0.780 -1.879 -0.906 0.113
H -1.948 -1.037 -0.467 0.118
```


(2)
This record from OMol25 describes the molecule C6H10 in a non-equilibrium geometry. The level of theory is ωB97M-V/def2-TZVPD.

HOMO ... -9.48 eV
Energy relative to the best compared isomer or geometry (same formula, charge and spin) ... 242.93 kJ/mol
SMILES string ... C#CCC(C)C
HOMO-LUMO gap ... 10.57 eV
Calculated total energy ... -6381.34169 eV
Spin multiplicity ... 1

```
16
Properties=species:S:1:pos:R:3:lowdin_charge:R:1
C -0.641 0.192 -1.358 -0.099
C -0.726 0.085 0.201 -0.345
C -0.480 -1.435 0.508 -0.097
C 0.118 1.245 1.123 -0.136
C 1.438 0.865 0.705 -0.201
C 2.272 0.244 0.098 0.101
H -1.535 -0.278 -1.802 0.077
H 0.213 -0.340 -1.810 0.069
H -0.610 1.222 -1.716 0.070
H -1.743 0.313 0.496 0.101
H -0.334 -1.653 1.568 0.070
H -1.362 -2.014 0.184 0.077
H 0.366 -1.888 -0.038 0.068
H -0.052 2.338 0.936 0.114
H 0.003 1.188 2.232 0.110
H 3.182 -0.143 -0.263 0.021
```


Number 1: lowest unoccupied orbital energy 1.23 eV. Number 2: lowest unoccupied orbital energy 1.09 eV.